Entry 1:
28
Properties=species:S:1:pos:R:3:forces:R:3:mulliken_charge:R:1 method="wB97M-V/def2-TZVPD" homo_ev="-9.21 / -9.21" orbital_gap_ev="5.824 / 5.775" charge=+1
Sc 0.8828 -0.7417 -0.0868 -0.763 0.359 1.997 -0.34
H -1.7361 3.5146 -0.2778 -0.264 -0.213 -0.179 0.00
H -2.2482 3.1159 -0.6588 0.270 0.205 0.177 0.00
P -1.6456 -1.7531 0.2846 0.790 -0.659 -2.303 0.85
C -2.1689 -2.3812 -1.3283 -1.044 -1.005 -0.136 -1.21
H -2.9458 -3.1549 -1.1812 0.079 0.289 -0.304 0.41
H -2.5895 -1.5679 -1.9341 0.068 -0.191 0.217 0.36
H -1.3283 -2.8266 -1.8716 -0.123 0.178 0.323 0.32
C -1.2374 -3.1851 1.3216 0.214 -0.017 0.281 -1.20
H -1.0336 -2.8545 2.3515 -0.088 -0.147 -0.280 0.37
H -2.0972 -3.8770 1.3320 0.320 0.301 0.005 0.38
H -0.3515 -3.7049 0.9257 -0.357 0.168 0.071 0.37
C -3.1506 -1.0424 0.9840 0.164 0.123 0.171 -1.14
H -3.5053 -0.2612 0.2978 -0.042 -0.204 0.257 0.35
H -3.9108 -1.8241 1.1211 0.166 0.311 -0.092 0.37
H -2.8865 -0.5874 1.9473 -0.244 -0.072 -0.192 0.38
C -0.1223 -0.1366 -1.9176 -3.293 0.462 -4.360 0.42
O -0.7089 0.0907 -2.9023 2.273 -0.711 3.536 -0.25
H -0.8211 -0.4563 0.6935 0.820 1.255 1.554 0.11
H 0.8935 -2.2115 -0.9671 0.143 -0.988 -0.553 0.02
N 4.0795 2.0072 0.8862 -0.132 -0.008 -0.245 -0.40
C 3.0735 2.1957 0.0190 0.442 0.137 0.322 0.78
N 2.5895 3.4370 -0.0936 -0.002 -0.190 -0.218 -0.40
S 2.5230 0.8752 -0.9760 0.962 1.291 0.091 -0.45
H 4.5489 2.7839 1.3481 -0.242 -0.357 -0.152 0.21
H 4.5178 1.0956 0.9213 -0.094 0.284 -0.015 0.24
H 1.8692 3.6299 -0.7835 0.299 -0.113 0.289 0.23
H 3.0306 4.2293 0.3779 -0.322 -0.487 -0.263 0.21

Entry 2:
25
Properties=species:S:1:pos:R:3:forces:R:3:mulliken_charge:R:1 method="wB97M-V/def2-TZVPD" homo_ev=-12.47 orbital_gap_ev=9.441 charge=+1
C 2.8412 -0.7298 1.2361 -2.579 2.202 0.696 -0.90
C -1.6128 -2.0555 -0.9111 0.422 0.255 3.244 -0.81
C -2.6508 1.3357 0.9177 1.937 4.000 1.472 -1.08
C 3.1430 -0.1120 -0.1318 0.897 1.134 -1.186 -0.48
C -0.4479 0.0746 -0.3184 0.332 -0.610 0.751 -0.61
N -0.8660 -0.8795 -1.2304 0.916 2.017 -2.358 -0.17
N -1.7615 1.2371 -0.2675 -0.608 -3.570 1.961 -0.17
Si 1.8354 1.2663 -0.5568 -1.604 -2.125 2.666 0.63
H 2.6588 0.0950 2.0822 0.358 -1.863 -1.836 0.26
H 1.8950 -1.3041 1.0617 0.636 0.400 0.697 0.17
H 3.5668 -1.4149 1.5768 1.044 -0.603 0.242 0.37
H -2.6343 -2.0335 -0.5272 -0.609 1.065 -0.700 0.28
H -1.5886 -2.7510 -1.6916 0.442 -1.216 -0.876 0.38
H -1.1332 -2.3415 0.0522 0.057 -1.098 -0.804 0.24
H -3.4348 1.9577 0.6166 -1.420 1.080 -0.470 0.46
H -3.0737 0.4676 1.1519 -1.324 -4.013 0.618 0.42
H -2.3536 1.7988 1.9260 0.744 -0.642 -1.851 0.31
H 3.1989 -0.9164 -0.8846 0.130 0.479 0.163 0.34
H 4.1288 0.4858 -0.1539 -1.259 -0.955 0.023 0.34
H -0.5727 -0.4905 0.6600 0.365 1.426 -0.528 0.27
H -0.6773 -0.6655 -2.2208 -0.289 -0.460 0.893 0.26
H -2.4275 0.8138 -0.9230 0.830 0.514 -0.554 0.39
H -1.3989 2.0804 -0.5569 0.627 2.397 -0.915 0.32
H 1.4207 2.0905 -1.6797 0.425 0.040 -0.491 -0.13
H 1.9450 1.9912 0.7725 -0.471 0.146 -0.856 -0.07

Entry 3:
25
Properties=species:S:1:pos:R:3:forces:R:3:mulliken_charge:R:1 method="wB97M-V/def2-TZVPD" smiles=CN(C)CN.CNC homo_ev=-8.57 orbital_gap_ev=9.478 charge=0
C 0.0160 -1.9574 0.0042 0.022 0.023 0.102 -0.83
C 1.4056 1.5300 1.6982 0.004 0.066 -0.040 -1.03
C 1.1572 2.4342 -0.5201 0.038 0.021 0.067 -0.99
N 1.1782 1.2402 0.2983 -0.191 -0.030 0.008 -0.19
N 1.3077 -1.7481 -0.5854 0.123 -0.055 -0.221 -0.64
H 1.6931 -0.8623 -0.2670 -0.011 0.025 -0.108 0.38
H 1.2463 -1.7130 -1.5967 0.099 -0.051 0.085 0.27
H -0.3928 -2.9075 -0.3809 -0.045 0.069 0.100 0.39
H 0.1621 -2.0584 1.0838 -0.137 -0.052 -0.052 0.40
H 1.3857 0.5971 2.2596 0.035 0.003 0.132 0.27
H 0.4045 3.1728 -0.1992 0.052 -0.001 -0.022 0.31
H 2.1386 2.9120 -0.4775 -0.031 0.067 -0.085 0.33
H 2.3925 1.9834 1.8107 0.001 -0.014 0.119 0.38
H 0.6620 2.2185 2.1305 0.047 -0.005 0.019 0.33
H 0.9513 2.1547 -1.5519 0.011 0.077 -0.085 0.30
C -2.0483 -0.9318 0.7290 0.043 -0.029 -0.036 -1.06
C -1.4105 -0.8020 -1.5696 0.082 0.041 0.080 -1.19
N -0.9394 -0.8598 -0.1998 -0.037 -0.082 0.022 0.29
H 0.2923 0.7427 0.1955 0.162 -0.022 -0.045 0.29
H -0.5612 -0.6889 -2.2417 -0.038 0.018 -0.089 0.32
H -2.6967 -0.0692 0.5761 -0.068 -0.015 0.055 0.34
H -2.6479 -1.8457 0.6032 -0.061 -0.026 0.022 0.34
H -1.6657 -0.9038 1.7486 -0.054 -0.012 0.069 0.30
H -2.0579 0.0660 -1.6888 -0.027 0.009 -0.084 0.33
H -1.9726 -1.7036 -1.8590 -0.019 -0.023 -0.012 0.36

Computed values of relative energy (zero: lowest compared OMol25 entry of this formula, charge and spin) (unit: kcal/mol) for the preceding records, in sequence: 46.9, 102.1, 8.8.